Entry 1:
Here is a structure of composition C4H6O2Rb from OMol25. Energies are from wB97M-V/def2-TZVPD.

Atoms and positions in Å:
O  -0.845  -1.355  1.175
C  1.264  -3.454  2.801
Rb  -3.076  -3.305  2.603
O  0.293  -3.884  3.263
C  0.181  -0.463  1.099
H  0.443  -0.100  2.094
C  0.967  -0.538  -0.134
H  1.505  -1.504  -0.191
H  0.121  -0.784  -1.009
H  1.654  0.312  -0.205
C  -1.642  -1.575  -0.302
H  -1.409  -2.637  -0.526
H  -2.697  -1.493  0.025

Results
Frontier orbital gap (spin up / spin down)   3.34 / 4.41 eV
Spin multiplicity   2
E_HOMO (spin up / spin down)   -4.52 / -5.60 eV
Charge   0

=====

Entry 2:
Here is the molecule C4H6O2S from OMol25. Energies are from wB97M-V/def2-TZVPD.

Atoms and positions in Å:
C  -0.717  0.289  -0.457
C  0.258  -0.885  -0.183
C  -0.336  1.589  0.235
C  1.536  -0.353  0.277
O  0.603  1.704  0.960
O  1.963  -0.426  1.552
S  2.520  0.215  -0.906
H  -1.039  0.547  -1.477
H  -1.714  0.077  0.048
H  -0.095  -1.533  0.614
H  0.548  -1.387  -1.085
H  -1.078  2.433  -0.053
H  2.874  0.012  1.603

Results
Frontier orbital gap   9.13 eV
Structure (SMILES)   O=CCCC(O)=S
E_HOMO   -8.55 eV
Charge   0

=====

Entry 3:
Here is the molecule C4H6O2S from OMol25. Energies are from wB97M-V/def2-TZVPD.

Atoms and positions in Å:
C  -0.919  0.117  0.625
C  0.020  -1.088  0.375
C  0.901  -0.247  -0.556
C  0.165  0.978  -0.014
H  -2.745  1.296  -0.316
H  -1.188  0.352  1.633
H  0.565  -1.340  1.271
H  -0.446  -1.983  -0.062
H  0.671  -0.424  -1.632
H  2.671  0.493  -0.635
O  2.283  -0.320  -0.294
O  0.436  2.145  0.031
S  -2.413  0.021  -0.425

Results
Frontier orbital gap   9.67 eV
Structure (SMILES)   O=C1[C@@H](O)C[C@@H]1S
E_HOMO   -9.22 eV
Charge   0

=====

Entry 4:
Here is a cluster of 2 separate species, C4H6O2S in total from OMol25. Energies are from wB97M-V/def2-TZVPD.

Atoms and positions in Å:
C  2.668  0.691  -0.254
C  0.632  -0.687  0.692
C  -1.590  0.235  -0.334
C  -0.409  0.360  0.627
O  3.127  1.141  0.693
O  2.236  0.294  -1.238
S  0.434  -2.179  0.025
H  -1.227  0.069  -1.348
H  -2.169  1.155  -0.322
H  -2.252  -0.583  -0.051
H  -0.769  0.420  1.661
H  0.106  1.307  0.448
H  -0.787  -2.222  -0.598

Results
Frontier orbital gap   8.86 eV
E_HOMO   -8.67 eV
Charge   0